(1)
Below is 7 unconnected molecules or ions with the total composition C48H89ClN3O18P, with properties calculated with the ωB97M-V functional and the def2-TZVPD basis.

Properties
SMILES string	C#C[C@@]1(CCC(N)=O)[C@@]([C@H](Cl)CC)(N(C)C(C)=O)C(=O)O[C@]1(CCCCCCCCC)P(=N)(O)O.CCOC(C)=O.CCOC(C)=O.CCOC(C)=O.CCOC(C)=O.CCOC(C)=O.CCOC(C)=O
LUMO level	0.14	eV
largest force on an atom	0.0744	hartree/bohr
Kohn-Sham gap	9.319	eV
total energy	-114351.844	eV

Geometry as ORCA input:
```
! RIJCOSX wB97M-V def2-TZVPD def2/J DEFGRID3
* xyz 0 1
C 1.662 -4.562 -0.944
C 1.167 -3.529 -0.556
C 0.568 -2.137 -0.002
C -0.364 -1.835 -1.246
C -1.447 -0.713 -1.160
C -2.003 -0.508 -2.646
N -2.370 0.800 -3.126
O -2.112 -1.440 -3.439
C 0.041 -2.692 1.413
C -0.577 -1.787 2.551
Cl -1.944 -0.678 2.092
C 0.445 -0.946 3.448
C -0.357 0.178 4.281
N -0.688 -3.929 1.007
C -0.418 -5.088 1.902
C -2.145 -3.767 1.020
C -3.089 -3.888 2.277
O -2.717 -3.583 -0.046
C 1.547 -2.891 1.997
O 1.986 -3.553 2.890
O 2.466 -2.005 1.354
C 1.960 -1.330 0.140
C 3.140 -1.754 -0.880
C 4.340 -0.715 -0.989
C 5.318 -0.736 0.284
C 6.563 0.228 0.064
C 6.183 1.764 0.062
C 6.027 2.362 1.535
C 5.249 3.749 1.432
C 5.376 4.554 2.808
C 3.996 4.598 3.602
P 1.764 0.560 0.225
N 1.646 1.105 -1.275
O 3.050 1.293 1.031
O 0.408 1.069 1.028
H 2.131 -5.480 -1.352
H 0.339 -1.543 -2.096
H -0.793 -2.824 -1.592
H -1.109 0.305 -0.836
H -2.350 -1.095 -0.588
H -2.752 0.764 -4.073
H -2.993 1.288 -2.478
H -1.039 -2.519 3.294
H 0.939 -1.566 4.258
H 1.226 -0.379 2.880
H -1.279 -0.227 4.779
H 0.352 0.452 5.131
H -0.512 1.123 3.700
H -0.350 -4.825 2.995
H -1.153 -5.921 1.685
H 0.597 -5.509 1.611
H -4.107 -4.219 1.900
H -3.264 -2.924 2.827
H -2.781 -4.654 3.032
H 2.744 -1.873 -1.939
H 3.657 -2.698 -0.529
H 5.000 -1.125 -1.826
H 4.063 0.318 -1.323
H 5.746 -1.792 0.294
H 4.777 -0.582 1.257
H 7.372 -0.050 0.802
H 6.985 0.000 -0.968
H 5.228 1.949 -0.506
H 7.010 2.328 -0.462
H 7.066 2.484 1.957
H 5.496 1.596 2.170
H 5.698 4.338 0.574
H 4.151 3.567 1.259
H 6.175 4.024 3.416
H 5.661 5.630 2.595
H 3.385 5.461 3.195
H 4.197 4.857 4.690
H 3.432 3.616 3.564
H 1.715 0.329 -1.940
H 3.170 0.864 1.909
H 0.178 1.990 0.790
C -1.971 -5.969 -1.836
C -1.748 -5.825 -3.326
O -1.262 -7.048 -3.899
C -2.050 -8.066 -4.285
C -3.499 -8.068 -3.874
O -1.579 -8.995 -4.894
H -2.731 -6.721 -1.614
H -2.290 -5.019 -1.401
H -1.051 -6.293 -1.343
H -2.637 -5.472 -3.854
H -0.971 -5.078 -3.502
H -3.612 -8.661 -2.966
H -4.084 -8.520 -4.676
H -3.914 -7.076 -3.711
C -8.939 -4.644 0.380
C -7.530 -4.521 0.923
O -6.763 -5.698 0.642
C -6.115 -5.921 -0.517
C -6.400 -5.034 -1.700
O -5.371 -6.863 -0.617
H -8.944 -4.747 -0.706
H -9.532 -3.766 0.646
H -9.427 -5.533 0.785
H -7.017 -3.625 0.566
H -7.571 -4.439 2.011
H -7.156 -5.508 -2.328
H -5.478 -4.916 -2.271
H -6.727 -4.031 -1.433
C -1.262 -2.166 7.080
C -2.742 -2.167 6.758
O -3.039 -3.077 5.689
C -3.244 -4.398 5.855
C -2.897 -5.035 7.173
O -3.634 -5.065 4.929
H -0.924 -3.145 7.423
H -1.038 -1.432 7.856
H -0.678 -1.925 6.189
H -3.364 -2.375 7.631
H -3.033 -1.177 6.402
H -1.893 -5.458 7.112
H -3.614 -5.833 7.369
H -2.953 -4.356 8.021
C -0.079 4.064 -6.710
C -0.897 2.823 -7.006
O -2.011 2.709 -6.109
C -3.195 3.323 -6.286
C -3.312 4.402 -7.330
O -4.127 3.057 -5.567
H -0.665 4.975 -6.849
H 0.794 4.113 -7.362
H 0.256 4.060 -5.671
H -1.227 2.774 -8.046
H -0.280 1.939 -6.837
H -3.168 5.374 -6.856
H -4.312 4.355 -7.762
H -2.614 4.294 -8.157
C 6.616 9.204 -0.688
C 5.211 8.910 -0.202
O 5.231 8.087 0.971
C 5.382 8.555 2.224
C 5.818 9.982 2.428
O 5.237 7.812 3.162
H 7.189 9.762 0.055
H 6.590 9.785 -1.611
H 7.158 8.274 -0.872
H 4.624 9.815 -0.035
H 4.681 8.337 -0.965
H 6.900 10.009 2.560
H 5.334 10.364 3.327
H 5.535 10.651 1.618
C -0.515 3.500 -1.134
C -0.859 4.931 -0.773
O -0.225 5.847 -1.672
C -0.736 6.188 -2.868
C -1.885 5.386 -3.420
O -0.231 7.074 -3.511
H -0.876 3.244 -2.131
H -0.960 2.803 -0.419
H 0.565 3.349 -1.144
H -1.936 5.108 -0.727
H -0.469 5.158 0.221
H -1.496 4.615 -4.088
H -2.537 6.056 -3.982
H -2.507 4.923 -2.657
*
```

(2)
Below is a molecular structure, C48H96Br3N6O6, with properties calculated with the ωB97M-V functional and the def2-TZVPD basis.

Properties
LUMO level (alpha / beta)	1.83 / 1.00	eV
largest force on an atom	0.1172	hartree/bohr
Kohn-Sham gap (alpha / beta)	3.201 / 6.897	eV
total energy	-282672.874	eV

Geometry as ORCA input:
```
! RIJCOSX wB97M-V def2-TZVPD def2/J DEFGRID3
* xyz -1 7
C 5.316 -1.091 -0.496
Br 4.634 -2.241 0.991
Br 6.962 -1.881 -1.195
Br 5.611 0.808 0.052
H 4.582 -1.211 -1.293
C 5.781 1.775 -7.143
C 4.657 0.716 -7.052
C 5.118 -0.346 -6.060
C 5.040 -0.073 -4.523
C 3.710 0.532 -4.165
C 3.195 1.580 -5.132
N 3.338 1.179 -6.545
O 2.716 2.098 -7.481
C 1.666 1.708 -4.794
C 3.855 2.876 -4.706
C 4.523 -0.120 -8.334
H 5.373 2.778 -7.270
H 6.444 1.580 -7.986
H 6.406 1.897 -6.258
H 4.540 -1.263 -6.169
H 6.082 -0.746 -6.373
H 5.691 0.796 -4.419
H 5.483 -0.813 -3.856
H 3.528 0.739 -3.111
H 3.063 -0.338 -4.275
H 1.053 0.923 -5.236
H 1.557 1.559 -3.720
H 1.231 2.666 -5.078
H 4.891 2.947 -5.035
H 3.340 3.642 -5.286
H 3.706 3.193 -3.674
H 3.784 -0.878 -8.073
H 5.498 -0.559 -8.543
H 4.138 0.428 -9.194
C -5.377 -1.149 2.582
C -5.271 -2.341 1.515
C -6.416 -3.284 1.949
C -6.631 -4.366 0.915
C -6.857 -3.698 -0.536
C -5.781 -2.641 -0.961
N -5.502 -1.705 0.191
O -4.617 -0.699 -0.181
C -4.599 -3.404 -1.564
C -6.393 -1.873 -2.189
C -3.870 -2.958 1.788
H -6.314 -0.610 2.443
H -4.525 -0.473 2.650
H -5.542 -1.510 3.597
H -6.238 -3.763 2.912
H -7.342 -2.719 2.060
H -7.479 -5.010 1.150
H -5.762 -5.022 0.870
H -7.805 -3.162 -0.522
H -6.855 -4.407 -1.365
H -4.803 -3.836 -2.544
H -3.714 -2.803 -1.776
H -4.185 -4.138 -0.873
H -7.368 -1.485 -1.892
H -5.735 -1.077 -2.538
H -6.632 -2.536 -3.021
H -3.095 -2.287 2.158
H -3.348 -3.422 0.952
H -4.028 -3.757 2.513
C 2.625 6.331 -3.760
C 1.675 6.228 -2.474
C 0.400 5.741 -3.140
C -0.764 5.275 -2.191
C -0.081 4.157 -1.392
C 1.234 4.418 -0.660
N 2.158 5.223 -1.526
O 3.495 5.539 -1.109
C 0.870 5.235 0.591
C 1.826 3.091 -0.181
C 1.278 7.612 -1.857
H 2.245 6.946 -4.576
H 2.786 5.322 -4.139
H 3.563 6.856 -3.577
H -0.003 6.520 -3.786
H 0.548 4.876 -3.787
H -1.534 4.692 -2.696
H -1.241 6.046 -1.585
H -0.049 3.234 -1.970
H -0.756 3.832 -0.600
H 1.757 5.645 1.074
H 0.234 6.079 0.321
H 0.350 4.656 1.354
H 2.842 3.212 0.196
H 1.195 2.544 0.520
H 1.917 2.477 -1.077
H 0.953 7.523 -0.821
H 0.428 8.110 -2.325
H 2.083 8.344 -1.806
C -4.513 2.853 4.544
C -3.234 2.976 5.380
C -3.044 1.664 6.265
C -2.701 0.425 5.537
C -1.435 0.623 4.709
C -1.411 1.883 3.784
N -2.018 3.026 4.515
O -1.825 4.282 3.763
C 0.153 2.104 3.459
C -2.207 1.447 2.511
C -3.200 4.166 6.374
H -5.401 2.834 5.175
H -4.786 1.998 3.924
H -4.631 3.745 3.928
H -2.269 1.843 7.011
H -4.008 1.497 6.745
H -3.485 0.158 4.829
H -2.584 -0.470 6.148
H -1.274 -0.312 4.172
H -0.621 0.802 5.412
H 0.550 1.121 3.205
H 0.199 2.586 2.483
H 0.742 2.752 4.108
H -3.253 1.148 2.582
H -2.242 2.381 1.952
H -1.589 0.829 1.861
H -3.245 5.184 5.988
H -2.366 4.191 7.076
H -4.104 4.052 6.973
C 2.356 -6.091 -0.050
C 1.878 -6.061 1.446
C 3.249 -6.107 2.098
C 3.222 -5.879 3.707
C 2.609 -4.532 4.003
C 1.240 -4.369 3.338
N 1.135 -4.824 1.871
O -0.089 -4.516 1.143
C 0.185 -5.084 4.304
C 1.020 -2.806 3.481
C 1.117 -7.369 1.691
H 1.480 -6.007 -0.693
H 2.917 -6.983 -0.328
H 2.885 -5.171 -0.297
H 3.770 -7.049 1.926
H 3.839 -5.293 1.676
H 4.216 -5.922 4.152
H 2.754 -6.763 4.140
H 3.231 -3.698 3.677
H 2.418 -4.500 5.076
H 0.413 -6.129 4.510
H 0.122 -4.610 5.284
H -0.786 -4.993 3.818
H 0.001 -2.538 3.203
H 1.009 -2.539 4.538
H 1.832 -2.257 3.005
H 0.781 -7.545 2.712
H 1.757 -8.234 1.519
H 0.218 -7.447 1.079
O -0.493 0.802 -0.332
C -0.024 -0.290 -0.153
N -0.867 -1.135 0.381
C 1.339 -0.735 -0.666
H -1.863 -0.970 0.374
H -0.576 -2.097 0.485
H 1.395 -0.557 -1.740
H 1.488 -1.796 -0.461
H 2.158 -0.185 -0.203
*
```